This record from the OMol25 dataset describes a cluster of 13 separate species, C88H192Cl5N8 in total in a non-equilibrium geometry. The level of theory is wB97M-V/def2-TZVPD.

Cartesian coordinates (Å):
C (-3.11079, 0.49577, -9.52352)
C (-2.74006, 0.15035, -8.09274)
C (-1.91311, -1.13628, -7.97567)
C (-1.85217, -1.58207, -6.50609)
N (-1.25856, -2.91204, -6.18091)
C (0.16938, -3.17861, -6.68608)
C (0.25692, -4.68025, -6.61507)
C (-1.06341, -5.19153, -7.12253)
C (-2.08606, -4.10885, -6.75953)
C (-1.15304, -3.03560, -4.61081)
C (-2.34202, -2.46679, -3.88683)
C (-2.43172, -2.95205, -2.39789)
H (-3.62849, 1.47559, -9.63551)
H (-3.76530, -0.30587, -9.92614)
H (-2.18458, 0.57371, -10.14380)
H (-3.62913, -0.09496, -7.53680)
H (-2.26364, 0.99493, -7.57123)
H (-0.93890, -0.99386, -8.43328)
H (-2.43374, -1.90258, -8.55334)
H (-2.92047, -1.68807, -6.21096)
H (-1.39598, -0.85797, -5.78977)
H (0.85481, -2.52569, -6.16189)
H (0.27721, -2.99659, -7.73734)
H (0.53789, -4.98175, -5.57309)
H (1.09472, -5.05592, -7.20065)
H (-1.36761, -6.17978, -6.74128)
H (-1.09988, -5.33393, -8.16391)
H (-2.79952, -4.37971, -5.96752)
H (-2.65373, -3.80043, -7.65331)
H (-0.32788, -2.40625, -4.42035)
H (-0.99870, -4.08272, -4.34753)
H (-3.22128, -2.94832, -4.31231)
H (-2.33232, -1.38584, -4.04531)
H (-2.56203, -4.01696, -2.44142)
H (-3.28718, -2.47828, -1.89776)
H (-1.47882, -2.78772, -1.90002)
C (4.44820, -6.04931, -0.58178)
C (3.77194, -4.75677, -0.92639)
C (4.64876, -3.48514, -1.01278)
C (5.36511, -3.28315, -2.34244)
N (6.26829, -2.14895, -2.24014)
C (5.49969, -0.85962, -1.95186)
C (6.35919, 0.18672, -2.56521)
C (7.34986, -0.52349, -3.53211)
C (6.92205, -1.94435, -3.55468)
C (7.25969, -2.35729, -1.08734)
C (8.20077, -3.56575, -1.29953)
C (8.87111, -3.87636, 0.03174)
H (5.20413, -6.28051, -1.30753)
H (3.76480, -6.92811, -0.51694)
H (4.92396, -5.94137, 0.40103)
H (2.88384, -4.53450, -0.32740)
H (3.38623, -4.87814, -1.93715)
H (5.40282, -3.69580, -0.28461)
H (4.19316, -2.57523, -0.66012)
H (4.56655, -3.12702, -3.10474)
H (5.94377, -4.12413, -2.65025)
H (5.43622, -0.78919, -0.85795)
H (4.58229, -0.91643, -2.46066)
H (6.91768, 0.73633, -1.80931)
H (5.77318, 0.88645, -3.19574)
H (8.39635, -0.44389, -3.24067)
H (7.30707, -0.05281, -4.48776)
H (7.65326, -2.72276, -3.69151)
H (6.09653, -2.09686, -4.32021)
H (6.59087, -2.38815, -0.20895)
H (7.75629, -1.40020, -1.06191)
H (9.01749, -3.25443, -2.00253)
H (7.68289, -4.43646, -1.67169)
H (8.83113, -4.94130, 0.23994)
H (8.38006, -3.31658, 0.84946)
H (9.88141, -3.57865, -0.04623)
C (-5.59598, -3.25011, 1.72173)
C (-6.43146, -2.81504, 0.55328)
C (-6.78152, -1.32277, 0.80382)
C (-7.46736, -0.51950, -0.31875)
N (-6.59662, 0.18310, -1.33691)
C (-7.43220, 0.44254, -2.54724)
C (-7.41775, -0.89738, -3.26731)
C (-6.26914, -1.73971, -2.75098)
C (-5.47273, -0.68216, -1.96414)
C (-6.00760, 1.38252, -0.78765)
C (-6.80143, 2.48848, -0.15238)
C (-5.89904, 3.48291, 0.54333)
H (-4.93245, -4.05529, 1.46012)
H (-6.25283, -3.51316, 2.60869)
H (-4.92292, -2.40592, 1.88190)
H (-7.28036, -3.45257, 0.49615)
H (-5.86913, -3.02875, -0.36400)
H (-5.77828, -0.85307, 0.95293)
H (-7.37926, -1.31119, 1.74196)
H (-8.11493, 0.31289, 0.07196)
H (-8.04670, -1.21983, -0.93508)
H (-6.96460, 1.27409, -3.12911)
H (-8.40626, 0.68384, -2.20884)
H (-7.32397, -0.69891, -4.33253)
H (-8.34779, -1.46136, -3.27448)
H (-5.72541, -2.15600, -3.60296)
H (-6.50989, -2.65667, -2.19565)
H (-4.97219, 0.03207, -2.67819)
H (-4.84342, -1.03919, -1.14411)
H (-5.40565, 1.77259, -1.65001)
H (-5.23040, 1.07083, -0.10845)
H (-7.52956, 2.04075, 0.54389)
H (-7.30168, 3.02163, -0.93323)
H (-5.19230, 3.87147, -0.22042)
H (-5.23312, 3.04023, 1.23784)
H (-6.37834, 4.34042, 1.04762)
C (1.28692, -2.69688, 1.64822)
C (0.51286, -2.26421, 0.43325)
C (0.56162, -0.76883, 0.26066)
C (-0.47991, -0.30932, -0.73484)
N (-0.24307, 1.07825, -1.29434)
C (-1.46091, 1.36889, -2.17692)
C (-1.05981, 1.20783, -3.59904)
C (0.32850, 0.52782, -3.48826)
C (0.91916, 1.02290, -2.22568)
C (-0.04103, 2.15206, -0.32705)
C (-1.19433, 2.46477, 0.58083)
C (-0.75305, 3.74427, 1.27814)
H (1.03171, -3.71154, 1.90127)
H (1.04251, -2.00203, 2.43704)
H (2.37549, -2.62255, 1.45374)
H (-0.52822, -2.57694, 0.58146)
H (0.75958, -2.74758, -0.53752)
H (1.53103, -0.46795, -0.08429)
H (0.43981, -0.30257, 1.26072)
H (-1.45159, -0.27925, -0.21450)
H (-0.56014, -0.95741, -1.56997)
H (-1.78910, 2.39383, -1.95216)
H (-2.28089, 0.70636, -1.89466)
H (-0.87635, 2.15401, -4.09464)
H (-1.78433, 0.62401, -4.22977)
H (0.91571, 0.86574, -4.36339)
H (0.29378, -0.57438, -3.61198)
H (1.31614, 2.05415, -2.41516)
H (1.71976, 0.43711, -1.73187)
H (0.40268, 2.87992, -0.98989)
H (0.81887, 1.84347, 0.27098)
H (-1.27746, 1.57455, 1.25110)
H (-2.16202, 2.59692, 0.10569)
H (0.12288, 3.70503, 1.90634)
H (-1.45050, 4.25070, 1.98529)
H (-0.56889, 4.56826, 0.55011)
C (0.28301, -2.57974, 6.61685)
C (0.38729, -2.06431, 5.20052)
C (-0.88238, -1.44587, 4.52106)
C (-1.36062, -0.32385, 5.45752)
N (-2.43062, 0.62280, 5.06806)
C (-3.72247, -0.02048, 4.91104)
C (-4.48475, 0.76319, 3.77637)
C (-3.52262, 1.77666, 3.27602)
C (-2.18893, 1.30559, 3.72309)
C (-2.58751, 1.74676, 6.11865)
C (-1.47640, 2.79499, 6.18474)
C (-1.95193, 3.76329, 7.24859)
H (0.14114, -1.83524, 7.36084)
H (1.23545, -3.02313, 6.93157)
H (-0.46803, -3.42337, 6.71415)
H (0.79064, -2.82000, 4.53065)
H (1.12408, -1.25893, 5.14939)
H (-1.62264, -2.21179, 4.44251)
H (-0.57325, -1.17208, 3.50571)
H (-0.51876, 0.33061, 5.58393)
H (-1.59212, -0.77477, 6.41410)
H (-4.25700, -0.00219, 5.83930)
H (-3.56738, -1.05400, 4.61100)
H (-5.49602, 1.08557, 4.10993)
H (-4.70753, 0.11835, 2.93287)
H (-3.66743, 2.73565, 3.65743)
H (-3.45241, 1.61642, 2.23533)
H (-1.40300, 2.03611, 3.75872)
H (-1.96195, 0.42007, 3.13207)
H (-2.81490, 1.30232, 7.13292)
H (-3.54560, 2.28339, 5.88024)
H (-1.38506, 3.27455, 5.19333)
H (-0.45040, 2.35323, 6.35234)
H (-2.97054, 4.13638, 6.95581)
H (-1.32292, 4.66055, 7.35634)
H (-1.94963, 3.35606, 8.28951)
C (-1.40647, 5.20554, -2.23993)
C (-0.90085, 5.25451, -3.68834)
C (-1.80947, 6.21983, -4.45804)
C (-3.16387, 5.55068, -4.68075)
N (-4.28390, 6.38650, -5.25564)
C (-5.52385, 5.42683, -5.27788)
C (-5.49220, 4.84891, -6.74020)
C (-4.20975, 5.39941, -7.37779)
C (-4.03562, 6.72420, -6.68724)
C (-4.55897, 7.70460, -4.32939)
C (-4.80017, 7.39160, -2.84476)
C (-5.37058, 8.66807, -2.16951)
H (-0.58543, 4.79674, -1.61089)
H (-2.30065, 4.61350, -2.05726)
H (-1.51098, 6.24141, -1.80005)
H (-0.87353, 4.28711, -4.18451)
H (0.14071, 5.56747, -3.69290)
H (-1.36603, 6.37921, -5.43530)
H (-1.91727, 7.17109, -4.04181)
H (-3.55777, 5.12660, -3.78450)
H (-3.05589, 4.65490, -5.33332)
H (-6.43955, 5.93129, -4.97909)
H (-5.32097, 4.65466, -4.61460)
H (-6.32110, 5.22115, -7.28461)
H (-5.59308, 3.74494, -6.66551)
H (-4.24465, 5.41020, -8.44467)
H (-3.37922, 4.73679, -7.08137)
H (-4.83897, 7.43029, -7.01029)
H (-3.06326, 7.22419, -6.79578)
H (-5.41567, 8.15575, -4.78663)
H (-3.71635, 8.37683, -4.47644)
H (-3.90147, 7.05850, -2.32384)
H (-5.56213, 6.63461, -2.73785)
H (-4.69198, 9.47923, -2.37575)
H (-5.40135, 8.52874, -1.10457)
H (-6.36709, 8.93469, -2.52503)
C (3.79927, -5.25402, 10.22678)
C (4.33333, -6.09345, 9.05964)
C (3.73682, -5.54884, 7.72981)
C (4.18815, -6.38383, 6.57609)
N (3.66492, -6.01517, 5.15385)
C (4.35052, -6.86201, 4.08919)
C (5.50812, -6.04814, 3.52448)
C (4.91673, -4.64079, 3.55188)
C (4.13008, -4.56782, 4.85069)
C (2.17280, -6.14254, 5.14337)
C (1.43404, -5.74333, 3.84385)
C (-0.06303, -5.75324, 3.93695)
H (2.72803, -5.28498, 10.30827)
H (4.04875, -4.18579, 10.17607)
H (4.14561, -5.66071, 11.21134)
H (4.05635, -7.18998, 9.17196)
H (5.40093, -5.96845, 9.03562)
H (3.99839, -4.48390, 7.66456)
H (2.68737, -5.56844, 7.91216)
H (3.93969, -7.39137, 6.74962)
H (5.25602, -6.29635, 6.36612)
H (3.63366, -6.99580, 3.29282)
H (4.65076, -7.86586, 4.53512)
H (5.67932, -6.42593, 2.50712)
H (6.37565, -6.11471, 4.18479)
H (4.32477, -4.51549, 2.62934)
H (5.66058, -3.90057, 3.60876)
H (3.27962, -3.93301, 4.72126)
H (4.79629, -4.17539, 5.63374)
H (1.73330, -5.65416, 6.01656)
H (2.03695, -7.25216, 5.28548)
H (1.74963, -6.44751, 3.13014)
H (1.79298, -4.76605, 3.53153)
H (-0.48470, -6.76103, 4.16999)
H (-0.40201, -5.50204, 2.89275)
H (-0.47519, -4.99961, 4.63558)
C (2.75503, 7.06203, 2.77176)
C (2.22692, 6.11473, 1.67657)
C (2.71844, 4.68423, 2.03878)
C (4.28641, 4.44643, 2.06296)
N (4.65991, 3.01939, 2.57581)
C (6.08560, 2.80331, 2.26163)
C (6.12748, 2.39843, 0.81158)
C (4.75045, 1.90617, 0.43490)
C (4.00428, 1.95659, 1.72847)
C (4.31647, 2.88040, 4.03259)
C (4.95780, 3.72905, 5.11763)
C (4.25499, 3.34803, 6.41552)
H (2.47346, 6.73817, 3.77964)
H (2.57206, 8.11415, 2.51910)
H (3.83914, 6.96041, 2.78599)
H (2.51959, 6.38059, 0.69305)
H (1.16632, 6.03260, 1.80154)
H (2.26112, 4.01066, 1.30652)
H (2.26340, 4.42918, 3.00400)
H (4.98737, 5.12905, 2.65867)
H (4.70906, 4.48068, 1.08430)
H (6.43704, 1.96271, 2.95729)
H (6.58943, 3.73969, 2.51873)
H (6.91716, 1.68819, 0.64034)
H (6.39926, 3.22668, 0.20377)
H (4.88563, 0.89093, 0.07990)
H (4.23913, 2.48438, -0.35976)
H (3.94096, 1.05733, 2.39748)
H (2.98245, 2.26275, 1.50973)
H (4.52318, 1.80243, 4.16421)
H (3.26982, 3.01098, 4.11806)
H (4.85767, 4.82356, 4.95437)
H (6.02291, 3.55621, 5.15499)
H (4.02422, 2.25773, 6.36495)
H (3.31406, 3.88526, 6.41179)
H (4.80625, 3.63670, 7.34507)
Cl (5.26894, -1.47089, 1.34609)
Cl (-3.34622, -0.47102, 0.70047)
Cl (1.16721, 1.33837, 3.58815)
Cl (2.86593, 4.09260, -1.89337)
Cl (-4.46284, 2.29914, -4.09054)

Computed properties:
M: 1539.83 Da
Frontier orbital gap: 0.250 hartree
HOMO level: -0.43101 hartree
Total charge: +3
Multiplicity: 1
Strongest force on any atom: 3.38 eV Å⁻¹

Atom charges from the Löwdin analysis, given in e for atoms 1 to 6: atom 1 (C): -0.102, atom 2 (C): -0.270, atom 3 (C): -0.179, atom 4 (C): -0.131, atom 5 (N): -0.178, atom 6 (C): -0.085